Record 1
The following is a DFT calculation (ωB97M-V with the def2-TZVPD basis set) of a structure of composition C4H5HgLiO in a non-equilibrium geometry.

Element x y z (Å)
C: 0.954 -0.357 -1.953
C: 0.191 -0.924 -1.035
C: -0.747 -1.592 -0.387
H: 1.920 0.078 -1.689
H: 0.655 -0.347 -3.004
H: -1.631 -1.091 0.000
H: -0.621 -2.660 -0.183
O: -0.064 1.245 2.802
C: 0.217 0.023 2.636
Hg: -0.469 2.089 -1.265
Li: -1.620 3.776 0.991
H: 1.215 -0.239 3.087

- Multiplicity: 3
- Energy above the lowest of the compared OMol25 structures with the same formula, charge and spin: 4.2 kcal per mole
- HOMO energy (alpha / beta): -4.0833 / -8.6514 eV
- <S²>: 2.007
- F_max: 0.135 Eh/bohr
- Calculated total energy: -391.385404 a.u.

These are the Löwdin partial charges, in e, on atoms 1 to 2: -0.16 -0.29

---

Record 2
The following is a DFT calculation (ωB97M-V with the def2-TZVPD basis set) of a cluster of 2 separate species, C11H14O2Se in total in a non-equilibrium geometry.

Element x y z (Å)
C: -1.969 2.322 -0.638
C: -0.971 3.185 -0.401
C: -1.778 1.031 -1.229
C: 0.262 2.901 -0.807
C: -0.461 0.734 -1.524
C: 0.559 1.628 -1.324
C: 0.665 -0.358 1.169
C: 2.185 -0.429 1.352
C: -1.517 -1.475 1.490
C: 1.059 -2.872 -0.702
C: -0.210 -1.549 0.828
O: 0.019 0.629 1.485
O: -0.147 -2.523 -0.069
Se: 2.389 0.954 -1.639
H: -3.004 2.611 -0.335
H: -1.216 4.199 -0.018
H: -2.596 0.395 -1.212
H: 1.077 3.556 -0.989
H: -0.242 -0.274 -1.866
H: 2.741 0.111 0.566
H: 2.383 0.069 2.274
H: 2.459 -1.448 1.349
H: -2.204 -0.796 0.979
H: -2.073 -2.532 1.470
H: -1.479 -1.160 2.524
H: 1.332 -2.077 -1.539
H: 0.937 -3.801 -1.192
H: 1.801 -3.033 -0.004

- Energy above the lowest of the compared OMol25 structures with the same formula, charge and spin: 39.3 kcal per mole
- HOMO energy (alpha / beta): -8.6028 / -7.1746 eV
- F_max: 0.084 Eh/bohr
- Calculated total energy: -2979.304952 a.u.

These are the Löwdin partial charges, in e, on atoms 1 to 2: -0.07 -0.12

---

Record 3
The following is a DFT calculation (ωB97M-V with the def2-TZVPD basis set) of a structure of composition C18H26N5O2Ru.

Element x y z (Å)
Ru: -0.532 0.040 -0.018
C: -1.126 -0.804 2.899
N: -0.296 0.148 2.125
C: -0.593 1.530 2.606
C: 1.144 -0.085 2.314
C: 1.689 -0.477 3.519
C: 3.063 -0.685 3.608
C: 3.877 -0.511 2.500
C: 3.341 -0.105 1.288
C: 1.972 0.137 1.203
N: 1.283 0.453 0.015
C: 1.853 1.018 -1.135
C: 2.991 1.818 -1.160
C: 3.361 2.421 -2.353
C: 2.607 2.238 -3.501
C: 1.454 1.456 -3.478
C: 1.077 0.855 -2.296
N: -0.106 0.012 -2.157
C: 0.277 -1.417 -2.386
C: -1.205 0.364 -3.072
H: -1.084 -0.587 3.966
H: -0.781 -1.820 2.718
H: -2.158 -0.706 2.566
H: -0.199 1.670 3.613
H: -1.674 1.671 2.638
H: -0.133 2.265 1.944
H: 1.065 -0.636 4.387
H: 3.494 -1.002 4.548
H: 4.937 -0.710 2.573
H: 3.972 -0.025 0.417
H: 3.553 2.016 -0.260
H: 4.236 3.054 -2.379
H: 2.907 2.716 -4.423
H: 0.870 1.329 -4.379
H: 0.341 -1.672 -3.446
H: -0.511 -2.046 -1.965
H: 1.213 -1.642 -1.879
H: -0.961 0.115 -4.105
H: -1.411 1.433 -3.009
H: -2.086 -0.211 -2.786
C: -4.025 -3.351 -0.123
O: -4.290 -1.917 -0.073
C: -3.270 -1.119 -0.074
O: -2.083 -1.472 -0.112
N: -3.613 0.193 -0.015
N: -2.578 1.141 -0.095
H: -5.007 -3.807 -0.145
H: -3.475 -3.645 0.766
H: -3.466 -3.582 -1.026
H: -4.580 0.484 -0.046
H: -2.683 1.815 0.659
H: -2.650 1.646 -0.976

- Multiplicity: 2
- Energy above the lowest of the compared OMol25 structures with the same formula, charge and spin: 0.0 kcal per mole
- HOMO energy (alpha / beta): -14.7128 / -14.3009 eV
- Charge: +2
- <S²>: 1.125
- F_max: 0.011 Eh/bohr
- Calculated total energy: -1220.096072 a.u.

These are the Löwdin partial charges, in e, on atoms 1 to 2: 1.32 -0.05